Density functional theory data (ωB97M-V/def2-TZVPD) for the molecule C19H23FN4O4S at a distorted geometry.

Output
* gap between HOMO and LUMO: 9.14 eV
* SMILES: COCCNC(=O)CN(Cc1ccc(F)cc1)C(=O)CCC(=O)Nc1nccs1
* lowest unoccupied orbital energy: 0.51 eV
* calculated total energy: -1755.89773 Eh

Each line ends with the Löwdin charge.
Geometry (Å):
1 C 5.4012 1.2918 -1.5142  -0.1090
2 O 4.6756 0.4837 -0.6202  -0.1883
3 C 3.5774 1.1192 -0.0061  -0.2090
4 C 2.3381 1.1534 -0.9124  -0.1349
5 N 1.8467 -0.1912 -1.1168  0.0910
6 C 0.6896 -0.6118 -0.5662  -0.4569
7 O -0.1284 0.1424 -0.0821  0.0599
8 C 0.5067 -2.1315 -0.6228  -0.0492
9 N -0.8458 -2.5575 -0.3876  -0.0269
10 C -1.7487 -2.4398 -1.5294  -0.0867
11 C -2.1345 -1.0009 -1.7507  -0.2155
12 C -1.5758 -0.2533 -2.7775  -0.0448
13 C -1.8534 1.0967 -2.8998  -0.0053
14 C -2.6960 1.6842 -1.9766  -0.2724
15 F -2.9551 3.0089 -2.0754  0.0469
16 C -3.2851 0.9599 -0.9572  -0.0009
17 C -2.9981 -0.3863 -0.8505  -0.0155
18 C -1.3934 -2.8679 0.8165  -0.4485
19 O -2.5669 -3.1801 0.9079  0.0540
20 C -0.5302 -2.8206 2.0670  -0.0654
21 C -0.5860 -1.4102 2.6724  -0.0727
22 C 0.6334 -0.5901 2.3696  -0.4603
23 O 1.7269 -1.0450 2.1032  0.0707
24 N 0.4972 0.7794 2.4725  0.1069
25 C -0.6430 1.5231 2.3245  -0.6209
26 N -1.8334 1.1984 2.6783  0.0577
27 C -2.7340 2.1577 2.3511  -0.2473
28 C -2.2287 3.2575 1.7436  -0.4051
29 S -0.5249 3.0995 1.5446  1.0340
30 H 4.8100 1.5759 -2.3919  0.0821
31 H 5.7590 2.2029 -1.0204  0.0901
32 H 6.2542 0.6982 -1.8369  0.0904
33 H 3.3539 0.5126 0.8776  0.1128
34 H 3.8446 2.1391 0.3036  0.1243
35 H 2.5836 1.6008 -1.8803  0.1180
36 H 1.5347 1.7314 -0.4515  0.1040
37 H 2.5591 -0.8682 -1.3483  0.1468
38 H 1.1801 -2.5547 0.1262  0.1252
39 H 0.8197 -2.4939 -1.6082  0.1359
40 H -1.2543 -2.8553 -2.4122  0.1264
41 H -2.6324 -3.0360 -1.2896  0.1285
42 H -0.9062 -0.7226 -3.4847  0.1150
43 H -1.4163 1.6929 -3.6855  0.1162
44 H -3.9426 1.4525 -0.2586  0.1110
45 H -3.4305 -0.9696 -0.0525  0.1175
46 H 0.5061 -3.1110 1.8996  0.1041
47 H -0.9806 -3.5291 2.7631  0.1242
48 H -1.4744 -0.8742 2.3364  0.0996
49 H -0.6480 -1.4688 3.7622  0.1398
50 H 1.3513 1.2773 2.2440  0.1338
51 H -3.7666 1.9943 2.5994  0.1074
52 H -2.7359 4.1362 1.4027  0.0612